# 1
Density functional theory data (ωB97M-V/def2-TZVPD) for a 9-piece molecular cluster, C16H46Cl4O14 overall at a distorted geometry.

Geometry as ORCA input:
```
! wB97M-V def2-TZVPD RIJCOSX def2/J DEFGRID3
* xyz 0 1
O 32.1399 -24.2757 -1.8317
H 36.1056 -31.6820 -3.0151
H 37.8587 -32.9040 -6.1200
O 37.0928 -25.6045 -4.9178
H 34.4052 -27.3623 -3.9072
H 34.6219 -24.6681 -1.0077
H 36.4490 -31.3053 -5.4263
O 34.8866 -23.9180 -2.9898
C 35.9224 -29.8309 0.8939
C 36.8741 -25.2471 -7.3001
Cl 34.1796 -28.9715 -6.3489
H 34.2997 -24.5860 -3.3771
H 38.6694 -31.4033 0.8005
C 33.3405 -26.0797 1.2992
H 33.0104 -27.8431 -8.0577
H 33.5549 -29.4874 -8.5335
H 32.7238 -30.3356 -3.5365
H 38.4340 -32.8725 -2.8408
O 32.1116 -25.5412 0.7723
Cl 35.9410 -29.1109 -3.6207
H 33.0311 -24.7412 3.5339
H 37.2382 -24.7509 -4.4989
O 30.7867 -32.8743 -2.4753
H 31.9011 -24.7229 -0.9970
H 31.7677 -32.5471 -5.0635
H 39.4217 -26.0948 -6.2098
H 38.9164 -29.2454 -6.0513
H 30.2216 -30.9869 -3.0239
C 36.7890 -31.0483 0.9014
Cl 33.9312 -28.2760 -1.7230
H 30.6628 -33.2852 -3.3325
H 41.1467 -28.0949 -5.1913
O 37.9683 -24.3163 -7.2209
O 36.4211 -28.8706 1.8048
H 35.1737 -22.9917 -1.2006
H 36.8067 -31.4520 1.9238
H 38.1629 -28.1148 -5.1077
C 33.1737 -26.5693 2.7385
H 31.8996 -24.7339 1.2616
C 34.5155 -23.7572 -1.6180
H 37.6601 -23.4835 -7.5858
C 33.0784 -23.2825 -1.4843
H 32.9500 -22.3885 -2.1020
C 33.8199 -28.5585 -8.0478
C 40.1593 -27.6317 -5.1446
H 34.1643 -25.3532 1.3102
C 39.1064 -28.6980 -5.1149
H 35.5145 -26.2485 -6.0078
O 33.4645 -25.5804 3.7193
H 31.3881 -31.0129 -1.7447
H 36.4074 -31.8476 0.2506
H 35.2409 -32.4680 -5.2076
H 35.6962 -27.0317 -2.6921
O 38.0350 -32.1566 -3.3368
C 34.9557 -27.7302 -3.0536
O 37.0138 -33.2489 -5.8326
H 37.2177 -28.4763 1.4484
H 33.0875 -31.9899 -3.3378
H 40.0513 -26.9262 -4.3211
H 35.9661 -29.3783 -0.1135
C 32.2690 -31.3205 -3.6504
H 36.0825 -24.7985 -7.9272
O 39.2359 -29.4427 -3.9328
H 35.6868 -24.4762 -5.7445
H 38.4488 -29.9676 -3.7518
H 32.9029 -22.9339 -0.4513
O 38.1178 -30.6666 0.5158
O 39.9807 -26.8628 -6.3502
C 36.3145 -32.3268 -5.0330
H 32.1629 -26.9886 2.8314
C 36.6562 -32.4423 -3.5843
C 36.2104 -25.4116 -5.9480
H 33.6245 -26.9249 0.6747
H 37.1470 -26.1188 -7.8827
Cl 35.2399 -27.9014 -8.8555
H 34.8584 -30.0551 0.9690
O 31.9851 -31.6131 -5.0008
C 31.1272 -31.5083 -2.6799
H 33.8923 -27.3620 2.9522
H 36.3314 -33.4111 -3.1945
*
```

Computed properties:
* HOMO-LUMO gap: 9.56 eV
* E: -3531.174596 Ha

***

# 2
Density functional theory data (ωB97M-V/def2-TZVPD) for C24H40NSi2Ti as an isolated structure.

Geometry as ORCA input:
```
! wB97M-V def2-TZVPD RIJCOSX def2/J DEFGRID3
* xyz 3 1
H -3.4583 2.3718 1.0004
H -1.8449 4.0395 -2.9784
H -2.3378 2.3273 2.8570
H 0.4683 3.8037 -3.8803
H 0.2820 0.1948 3.8820
C -1.9454 0.2928 2.2343
N -0.7006 1.6023 -1.0073
C -2.7771 0.3169 1.0890
C -1.0020 -0.7588 2.4231
C 0.1372 3.1677 -3.0680
H -0.8996 -3.7377 2.3978
H 4.4273 1.6851 -0.6413
H 0.1839 -0.4974 -3.7565
Si 1.9116 -1.1120 -2.0458
H -2.8521 -0.9695 -2.0465
H 3.2462 3.0072 -0.5728
C 3.0439 -0.4236 1.6496
C -1.5617 2.5097 -1.5267
H -3.0015 1.0778 3.8893
H -3.7702 0.3900 -1.4166
C 2.3075 -2.6102 -1.0248
H 1.4384 2.0826 2.5950
H 3.3985 -0.0571 2.6165
H -2.4155 -2.8543 -1.4549
Ti -0.2868 0.1562 0.2405
C -0.2185 -3.1083 1.8144
C 3.3869 -0.4698 -2.9693
C -1.7754 -2.9847 -0.5916
H 0.9773 2.9494 1.1071
C 0.5622 1.4319 -1.4977
H -4.4605 1.2935 1.9304
C 1.0792 1.9660 1.5689
H 0.0491 -3.6693 0.9273
H -0.7819 -3.2656 -0.9404
C 3.6925 2.1863 -0.0100
H -2.1575 -3.8306 -0.0148
C 1.0084 2.2295 -2.5452
C 1.3059 0.3089 -0.8005
H -0.8234 -0.9999 4.5303
H 4.2286 2.6153 0.8410
H -1.2861 1.4344 3.9625
H 0.0323 1.6432 1.7482
H -2.5372 2.5593 -1.0666
H 3.1636 0.3570 -3.6431
C -2.6193 -0.6697 0.0805
C -3.8603 1.3566 1.0203
Si 2.4315 0.9936 0.6223
C -1.1643 3.3081 -2.5650
C 0.4117 -1.3606 -3.1274
H 2.0128 2.1140 -2.9253
H 4.2132 -0.1809 -2.3184
H 3.8757 -0.9586 1.1897
C -1.7562 -1.7809 0.3190
H -4.3031 -1.2552 -1.1019
C -0.1728 -0.7739 3.6810
H 2.4130 -3.4870 -1.6683
C -0.9715 -1.8399 1.5042
H 0.6755 -2.9547 2.4077
H 0.6145 -1.5162 3.6631
H -4.5316 1.2240 0.1800
H -0.4869 -1.5820 -2.5398
H 3.2430 -2.5133 -0.4735
H 1.5222 -2.8368 -0.3003
H 0.5475 -2.2132 -3.7970
C -2.1286 1.3493 3.2855
C -3.4225 -0.6125 -1.1916
H 3.7537 -1.2907 -3.5945
H 2.2660 -1.1707 1.8439
*
```

Computed properties:
* HOMO-LUMO gap: 7.08 eV
* E: -2420.798598 Ha